The molecule C6H7N in a non-equilibrium geometry. Source: the Open Molecules 2025 dataset; level of theory: wB97M-V/def2-TZVPD.

Calculated values
* molecular weight: 93.13 g mol⁻¹
* gap between HOMO and LUMO (alpha / beta): 7.860 / 7.860 eV
* LUMO energy (alpha / beta): 0.577 / 0.577 eV
* relative energy (zero: lowest compared OMol25 entry of this formula, charge and spin): 562.22 kJ/mol
* HOMO energy (alpha / beta): -7.2822 / -7.2830 eV

```
! wB97M-V def2-TZVPD RIJCOSX def2/J DEFGRID3
* xyz 0 1
C -1.35 -0.57 1.52
C -2.27 -0.28 0.50
C 0.47 0.38 -0.74
C -0.38 -1.08 0.67
C -1.33 -0.77 -0.57
C 1.80 0.98 -0.99
N -0.61 0.21 -1.32
H -1.15 -0.54 2.67
H -3.25 0.11 0.44
H 0.34 -1.91 0.76
H -1.63 -1.66 -1.16
H 1.52 1.86 -1.57
H 2.43 0.18 -1.47
H 2.53 1.35 -0.18
*
```

Here are the Löwdin charges for atoms 1 to 4, given in e:
1 C -0.108
2 C -0.014
3 C -0.137
4 C -0.101